[1]
A cluster of 2 separate species, C4H12 in total at a distorted geometry. Source: OMol25; level of theory: ωB97M-V/def2-TZVPD.

Cartesian coordinates (Å):
C1 1.64512 0.99196 2.17585
C2 -1.04731 -0.54976 -2.70039
C3 -1.89011 0.11621 -1.52238
C4 1.36152 -0.62120 2.11242
H1 -0.24565 0.10649 -2.94797
H2 -0.66515 -1.56163 -2.35052
H3 -2.11788 0.98908 -2.03115
H4 0.62637 -0.89406 1.43005
H5 -1.82166 -0.57344 -3.54620
H6 2.42873 -0.95067 1.62874
H7 2.66258 1.37831 2.05308
H8 1.02140 -0.92730 3.04863
H9 1.09595 1.61214 1.46499
H10 1.00545 1.21177 3.10259
H11 -1.26349 0.13839 -0.64579
H12 -2.79586 -0.46628 -1.27195

Computed properties:
SMILES string	CC.CC
Kohn-Sham gap	12.15	eV
E_LUMO	1.008	eV



[2]
A structure of composition C9H14ClN2O8PrSi at a distorted geometry. Source: OMol25; level of theory: ωB97M-V/def2-TZVPD.

Cartesian coordinates (Å):
Pr1 1.76558 -0.13160 -1.67221
Cl1 3.73809 1.67026 -0.40234
Si1 -1.61254 1.29159 0.72013
O1 0.35973 0.02630 -3.68734
O2 5.04873 1.99982 -0.12808
O3 -0.23626 0.86269 -1.28066
O4 1.67470 -1.31999 -4.96838
O5 3.38336 1.91474 -1.84854
O6 3.44368 0.19691 -0.15726
O7 2.90528 2.37392 0.52210
O8 1.10860 -2.16402 -2.89082
N1 1.09043 -1.19208 -3.93056
N2 -0.13327 0.56868 0.14920
C1 -0.00853 -3.08111 -0.28151
C2 -3.08473 0.17995 0.46778
C3 -1.91635 2.95699 -0.22431
C4 -1.09925 1.60632 2.45118
C5 -0.27148 -1.72187 -0.56292
C6 0.40441 -3.49152 0.98733
C7 0.05733 -0.78833 0.36552
C8 0.60406 -1.13145 1.60251
C9 0.59515 -2.49078 1.97265
H1 -1.75575 1.07314 3.18748
H2 -0.15700 -3.77863 -1.08480
H3 -1.30170 2.63568 2.83866
H4 -1.51916 2.74731 -1.21893
H5 -2.95398 3.31134 -0.33338
H6 1.06879 -0.43143 2.29721
H7 -0.07824 1.36427 2.74156
H8 -0.93826 -1.47500 -1.39573
H9 -3.43779 0.21291 -0.58773
H10 -3.01614 -0.87172 0.81188
H11 -1.32137 3.74289 0.22729
H12 0.87911 -2.79648 2.98544
H13 0.54944 -4.54919 1.21308
H14 -3.83469 0.67952 1.11450

Computed properties:
expectation value of S²	2.004
Kohn-Sham gap (spin up / spin down)	7.16 / 7.18	eV
E_LUMO (spin up / spin down)	-1.243 / -1.252	eV
spin multiplicity	3



[3]
A structure of composition C9H7LuN2O5S at a distorted geometry. Source: OMol25; level of theory: ωB97M-V/def2-TZVPD.

Cartesian coordinates (Å):
Lu1 -1.37948 1.25678 -1.62115
S1 -2.07208 1.23975 0.98116
O1 -1.17937 0.95784 -5.03562
O2 1.04483 -1.76994 -0.93116
O3 -0.52018 -4.21139 -2.66416
O4 1.20644 -0.79911 -3.81828
O5 2.20741 2.00345 -1.41740
N1 0.58753 1.77256 1.66187
N2 -0.12328 -0.14531 2.36140
C1 -0.70793 0.25035 -4.19327
C2 0.26111 -0.17373 -3.41903
C3 0.28589 -0.93472 -1.05660
C4 -0.49087 0.94635 1.63653
C5 1.18261 0.01206 2.81123
C6 -0.97484 -1.31693 2.57781
C7 1.61457 1.21147 2.38072
C8 1.10573 1.72254 -1.40675
C9 -1.06984 -3.48109 -3.33197
H1 -0.60018 -1.84612 3.45909
H2 -2.00852 -0.99408 2.74158
H3 -2.23171 2.63500 -0.57565
H4 -0.94617 -1.99405 1.71295
H5 0.59992 2.69900 1.19288
H6 1.65075 -0.76181 3.40739
H7 2.55769 1.72111 2.54644

Computed properties:
Kohn-Sham gap (spin up / spin down)	4.75 / 5.17	eV
E_LUMO (spin up / spin down)	-10.320 / -10.046	eV
total charge	+2



[4]
A cluster of 2 separate species, C6H7N3O3 in total at a distorted geometry. Source: OMol25; level of theory: ωB97M-V/def2-TZVPD.

Cartesian coordinates (Å):
O1 -1.85164 1.50346 0.01005
O2 -3.98178 -0.98568 0.84496
O3 -2.19326 -2.22074 0.66388
N1 -2.98634 2.02309 -0.66240
N2 -2.83331 -1.25166 0.76217
N3 -1.52056 0.21808 -0.64393
C1 0.48952 0.30248 0.71383
C2 -0.33284 -0.34107 -0.28428
C3 1.42473 -1.79498 -0.88439
C4 1.79331 -0.16649 0.88337
C5 2.21138 -1.21376 0.11486
C6 0.16780 -1.35213 -1.15574
H1 0.08696 1.28905 1.17491
H2 3.22142 -1.58899 0.38147
H3 -3.67642 1.29559 -0.68814
H4 2.47502 0.19679 1.61680
H5 1.81964 -2.71389 -1.44913
H6 -0.59079 -1.79976 -1.79583
H7 -2.79406 2.39104 -1.61906

Computed properties:
Kohn-Sham gap (spin up / spin down)	8.43 / 7.23	eV
E_LUMO (spin up / spin down)	-1.198 / -1.034	eV



[5]
An isolated molecule of C5H7NO. Source: OMol25; level of theory: ωB97M-V/def2-TZVPD.

Cartesian coordinates (Å):
O1 0.05429 2.16066 0.02375
N1 -0.74163 0.01316 0.36115
C1 0.18227 0.80573 0.03100
C2 1.42061 -1.04887 -0.63946
C3 -2.02882 0.50952 0.76724
C4 1.44160 0.25313 -0.53408
C5 1.23830 -2.32134 -0.48756
H1 1.98123 -2.75246 0.16048
H2 -1.98822 0.90776 1.78702
H3 -2.73686 -0.32580 0.75469
H4 2.24072 0.86809 -0.94035
H5 0.49456 -2.91632 -1.00915
H6 -2.40118 1.29908 0.10212
H7 0.84313 2.54766 -0.37685

Computed properties:
SMILES string	C=C=C/C(O)=N/C
Kohn-Sham gap	9.48	eV
E_LUMO	0.694	eV



[6]
A structure of composition C16H13AsCoN3O7S at a distorted geometry. Source: OMol25; level of theory: ωB97M-V/def2-TZVPD.

Cartesian coordinates (Å):
As1 0.60110 1.53958 -2.96561
Co1 -0.31650 -0.13455 -0.18134
S1 3.21689 1.76342 -0.89546
O1 -0.19597 0.42185 -1.87182
O2 -0.21201 1.10618 -4.46379
O3 3.04561 2.97089 -1.60663
O4 4.21330 1.59771 0.09653
O5 1.67294 1.58039 -0.11037
O6 2.24306 -0.44339 0.36945
O7 0.24504 3.06073 -2.65520
N1 1.37035 0.35485 0.38682
N2 -2.19521 -0.64342 -0.53867
N3 -0.35901 -1.85604 0.88706
C1 -1.61950 -3.88227 1.03553
C2 3.17298 0.42623 -2.05944
C3 -2.34672 -1.97474 -0.43343
C4 0.51975 -2.35969 1.75730
C5 -3.27920 -2.65897 -1.19407
C6 -3.96517 -0.56514 -2.12484
C7 2.26274 0.49084 -3.11485
C8 2.32673 -0.47326 -4.10840
C9 -4.07957 -1.94539 -2.07474
C10 -1.42007 -2.61174 0.52219
C11 -0.69513 -4.40342 1.92567
C12 3.28580 -1.47594 -4.03368
C13 -3.00802 0.04873 -1.33795
C14 4.12100 -0.58064 -1.96845
C15 4.16220 -1.54423 -2.96136
C16 0.39266 -3.63014 2.28922
H1 -0.82429 -5.39848 2.32830
H2 -4.77723 -2.46575 -2.71637
H3 -2.86648 1.12068 -1.36700
H4 -2.49220 -4.44823 0.74584
H5 -4.58293 0.02786 -2.78309
H6 1.13594 -3.99351 2.98333
H7 4.87979 -2.34997 -2.89435
H8 4.78705 -0.59426 -1.11618
H9 -0.61340 0.22976 -4.42550
H10 1.64297 -0.42487 -4.94427
H11 -3.35865 -3.73460 -1.13596
H12 3.33392 -2.22024 -4.81707
H13 1.35964 -1.74277 2.02808

Computed properties:
expectation value of S²	0.937
Kohn-Sham gap (spin up / spin down)	7.44 / 7.58	eV
E_LUMO (spin up / spin down)	-5.200 / -5.102	eV
total charge	+1
spin multiplicity	2